No. 1
Entry from OMol25: a cluster of 2 separate species, C5H8N2 in total (ωB97M-V with the def2-TZVPD basis set).

HOMO: -8.58 eV
energy relative to the best compared isomer or geometry (same formula, charge and spin): 5.501 eV
LUMO level: 0.0165 eV

Each line ends with the Mulliken charge.
Geometry (Å):
C 1.54 -2.22 0.19  -0.663
C 1.49 -1.05 -0.69  -0.370
C -1.45 0.65 -0.41  0.196
C -1.56 -0.78 -0.59  0.072
N -1.72 -1.91 -0.78  -0.415
N -0.80 1.13 0.56  -0.290
C -0.73 2.57 0.65  -0.669
H 0.60 -2.45 0.70  0.254
H 2.04 -3.13 -0.18  0.323
H 2.22 -1.79 0.95  0.261
H 2.40 -1.11 -1.33  0.180
H -1.97 1.26 -1.17  0.327
H -1.31 3.10 -0.12  0.298
H 0.32 2.87 0.58  0.250
H -1.08 2.87 1.64  0.247

---

No. 2
Entry from OMol25: a cluster of 2 separate species, C3H10N2 in total (ωB97M-V with the def2-TZVPD basis set).

HOMO: -9.02 eV
energy relative to the best compared isomer or geometry (same formula, charge and spin): 1.346 eV
structure (SMILES): C=N.CCN
LUMO level: 1.2176 eV

Each line ends with the Mulliken charge.
Geometry (Å):
C -3.26 -5.39 -1.34  -0.244
N -3.89 -4.49 -0.71  -0.468
H -2.91 -5.18 -2.35  0.250
H -3.08 -6.38 -0.98  0.212
H -4.05 -4.87 0.23  0.250
C 0.89 2.05 1.00  -0.928
C 1.63 3.17 0.26  -0.279
N 3.00 2.88 -0.13  -0.565
H 1.25 1.09 0.65  0.286
H -0.17 2.24 0.83  0.287
H 1.09 2.14 2.07  0.252
H 1.65 4.13 0.77  0.294
H 1.03 3.40 -0.63  0.208
H 3.65 3.33 0.50  0.232
H 3.18 1.89 -0.16  0.212

---

No. 3
Entry from OMol25: a structure of composition C47H44F9ILaN4O10PSSi (ωB97M-V with the def2-TZVPD basis set).

HOMO (alpha / beta): -2.22 / -2.22 eV
energy relative to the best compared isomer or geometry (same formula, charge and spin): 1.826 eV
LUMO level (alpha / beta): 3.3633 / 3.3626 eV
net charge: -2

Each line ends with the Mulliken charge.
Geometry (Å):
La 1.19 0.96 -0.71  1.948
C -1.77 -0.62 -5.49  -1.169
N -0.76 0.09 -4.75  0.470
C -0.12 1.21 -5.42  -0.788
C -0.36 -0.24 -3.51  -0.157
O 0.66 0.22 -3.01  -0.568
C -1.24 -1.16 -2.67  -0.944
O -1.30 -0.61 -1.37  0.665
C -2.43 0.22 -1.13  -1.992
C -2.22 0.83 0.25  -0.612
O -1.13 0.73 0.81  0.798
N -3.26 1.46 0.81  1.017
C -3.08 2.16 2.06  -0.923
C -4.55 1.59 0.18  -0.986
H -1.54 -0.56 -6.55  0.440
H -2.77 -0.19 -5.33  0.249
H -1.79 -1.68 -5.20  0.373
H 0.61 0.86 -6.15  0.324
H 0.38 1.82 -4.67  -0.107
H -0.88 1.80 -5.92  0.453
H -0.73 -2.13 -2.56  0.173
H -2.24 -1.30 -3.07  0.721
H -3.34 -0.40 -1.16  0.698
H -2.50 1.04 -1.86  0.381
H -2.03 2.10 2.34  0.007
H -3.69 1.71 2.84  0.239
H -3.35 3.21 1.94  0.464
H -4.54 2.32 -0.63  0.147
H -5.27 1.91 0.93  0.377
H -4.89 0.63 -0.22  0.369
O 0.99 3.40 2.70  -0.684
C 0.93 3.23 1.48  0.178
O 1.59 2.37 0.84  -0.887
C -0.04 4.14 0.73  0.119
C -0.23 5.39 1.24  0.157
C -1.22 6.25 0.73  -1.088
C -2.09 5.78 -0.24  -0.300
C -1.92 4.52 -0.78  -0.907
C -0.82 3.65 -0.39  0.501
O -0.63 2.54 -0.92  0.512
N -2.89 4.05 -1.68  1.000
O -2.71 3.02 -2.33  -0.541
O -3.96 4.67 -1.77  -0.718
N -1.35 7.56 1.23  1.032
O -0.56 7.95 2.08  -0.667
O -2.26 8.27 0.80  -0.680
H 0.37 5.72 2.08  0.672
H -2.91 6.41 -0.59  0.628
I 4.10 0.29 -1.16  -0.696
C 3.76 -3.21 -3.24  -1.011
Si 2.35 -3.82 -2.12  -0.152
C 3.06 -5.20 -0.99  -0.905
C 1.05 -4.64 -3.28  -1.101
C 1.53 -2.53 -1.09  0.166
C 1.18 -1.66 -0.29  -0.724
H 4.34 -4.05 -3.64  0.300
H 4.44 -2.56 -2.70  0.247
H 3.37 -2.65 -4.08  0.280
H 3.50 -5.99 -1.58  0.373
H 2.29 -5.64 -0.36  0.155
H 3.83 -4.80 -0.33  0.291
H 1.48 -5.49 -3.82  0.420
H 0.70 -3.93 -4.01  0.231
H 0.20 -5.01 -2.72  0.342
S 1.43 3.20 -2.74  -0.521
C 2.99 3.56 -3.43  0.547
C 4.13 3.69 -2.63  -0.481
C 5.34 4.03 -3.19  -0.632
C 5.45 4.25 -4.55  -0.427
C 4.33 4.15 -5.35  -0.562
C 3.11 3.80 -4.80  -0.563
H 4.04 3.53 -1.56  0.525
H 6.21 4.12 -2.55  0.366
H 6.41 4.51 -4.99  0.330
H 4.39 4.34 -6.41  0.324
H 2.23 3.72 -5.42  0.311
F -5.44 -0.35 5.58  -0.291
C -5.48 -1.26 4.58  0.861
F -6.51 -0.90 3.79  -0.289
F -5.87 -2.41 5.18  -0.296
C -4.19 -1.40 3.86  0.267
C -4.16 -1.63 2.49  -1.071
C -2.93 -1.76 1.87  -0.519
C -1.72 -1.66 2.55  0.395
C -1.79 -1.47 3.93  -0.322
C -3.00 -1.34 4.58  -1.156
P -0.26 -1.58 1.19  3.125
C 0.19 -3.29 1.73  0.815
C -0.07 -4.33 0.86  -1.026
C 0.06 -5.65 1.26  -1.202
C 0.44 -5.92 2.56  0.394
C 0.72 -4.89 3.45  -1.540
C 0.60 -3.58 3.03  -0.134
C 0.58 -7.34 3.02  0.866
F -0.14 -8.21 2.28  -0.301
F 0.19 -7.53 4.29  -0.290
F 1.85 -7.80 2.96  -0.279
C 0.91 -0.66 2.27  0.622
C 0.51 0.33 3.16  0.074
C 1.43 0.99 3.96  -1.177
C 2.78 0.67 3.85  0.563
C 3.20 -0.30 2.95  -1.457
C 2.27 -0.97 2.19  -0.308
C 3.81 1.32 4.72  0.858
F 4.55 0.39 5.39  -0.302
F 3.31 2.10 5.69  -0.306
F 4.71 2.06 4.06  -0.261
H -5.09 -1.68 1.93  0.417
H -2.88 -1.93 0.80  0.224
H -0.88 -1.40 4.52  0.281
H -3.04 -1.19 5.65  0.415
H -0.36 -4.09 -0.16  0.335
H -0.15 -6.46 0.58  0.430
H 1.02 -5.12 4.47  0.423
H 0.83 -2.78 3.71  0.402
H -0.53 0.61 3.22  -0.200
H 1.10 1.75 4.66  0.365
H 4.25 -0.54 2.87  0.385
H 2.60 -1.75 1.51  0.380

---

No. 4
Entry from OMol25: the molecule C8H12Si2 (ωB97M-V with the def2-TZVPD basis set).

HOMO: -8.97 eV
energy relative to the best compared isomer or geometry (same formula, charge and spin): 0.588 eV
structure (SMILES): C=C[SiH2][SiH2]c1ccccc1
LUMO level: 0.7949 eV

Each line ends with the Mulliken charge.
Geometry (Å):
C -3.14 0.30 -0.40  -0.255
C -2.10 0.78 -1.22  -0.737
C -3.00 -0.64 0.64  -0.530
C -0.88 0.22 -0.94  0.036
C -1.81 -1.33 0.70  -0.386
C -0.68 -0.75 0.03  0.410
C 1.95 2.12 0.86  -0.584
C 2.85 1.28 0.41  -0.313
Si 2.67 -0.29 -0.61  0.523
Si 0.96 -1.62 0.38  0.367
H -4.17 0.60 -0.58  0.299
H -2.03 1.45 -2.05  0.401
H -3.78 -1.05 1.31  0.321
H -0.05 0.74 -1.47  0.137
H -1.85 -2.17 1.45  0.229
H 2.12 3.06 1.26  0.299
H 0.97 1.81 0.79  0.232
H 3.89 1.63 0.56  0.288
H 0.62 -2.80 -0.27  -0.180
H 2.33 -0.29 -1.94  -0.155
H 4.01 -0.72 -0.51  -0.235
H 1.13 -2.33 1.62  -0.167

---

No. 5
Entry from OMol25: the molecule C3H3F (ωB97M-V with the def2-TZVPD basis set).

HOMO (alpha / beta): -8.07 / -9.04 eV
energy relative to the best compared isomer or geometry (same formula, charge and spin): 2.429 eV
LUMO level (alpha / beta): -0.4912 / -0.6160 eV

Each line ends with the Mulliken charge.
Geometry (Å):
C 1.49 0.29 0.21  -0.568
C 0.18 0.54 -0.12  0.023
C -0.88 -0.38 -0.03  -0.107
F -2.21 0.01 0.04  -0.222
H 2.19 -0.60 0.02  0.263
H 0.08 1.64 -0.20  0.288
H -0.85 -1.50 0.08  0.322

---

No. 6
Entry from OMol25: a structure of composition C18H29N2O2P2RhSe (ωB97M-V with the def2-TZVPD basis set).

HOMO (alpha / beta): -3.98 / -8.00 eV
2S+1: 5
LUMO level (alpha / beta): 0.3299 / -1.7232 eV

Each line ends with the Mulliken charge.
Geometry (Å):
C -0.97 3.16 -2.58  -0.699
C -1.03 2.14 -1.62  0.263
N 0.12 1.78 -1.00  0.403
C 1.29 2.42 -1.26  0.260
C 1.36 3.46 -2.18  -0.647
C 0.22 3.83 -2.86  -0.866
C -2.26 1.28 -1.47  -1.103
P -2.14 0.17 -0.01  1.485
Rh 0.04 0.25 0.62  -1.332
P 2.29 0.30 0.29  1.753
C 2.52 2.00 -0.48  -1.315
C -0.35 -1.58 1.56  -0.077
C -0.80 -1.26 2.94  1.288
C -0.49 -2.33 3.94  -1.120
C 0.02 -3.55 3.57  -0.339
C 0.33 -3.85 2.23  -0.790
C 0.15 -2.85 1.24  -0.218
O -1.77 -0.86 -4.01  -0.623
O 1.14 -0.86 -3.10  -0.668
H -1.90 3.37 -3.10  0.426
H 2.34 3.91 -2.36  0.443
H 0.24 4.65 -3.57  0.365
C -3.15 1.03 1.21  -1.618
C -3.05 -1.33 -0.53  -1.332
H 3.40 1.94 -1.14  0.486
H 2.76 2.67 0.36  0.410
H -2.32 0.55 -2.32  0.252
H -3.17 1.82 -1.56  0.656
C 3.22 0.31 1.83  -1.531
C 3.15 -0.82 -0.85  -1.370
H -1.90 -1.07 2.91  0.124
H -0.66 -2.06 4.98  0.444
H 0.19 -4.31 4.32  0.389
H 0.71 -4.84 1.95  0.379
H 0.43 -3.07 0.22  0.435
H 0.51 -0.96 -2.39  0.180
H 1.15 -1.70 -3.55  0.293
H -0.91 -0.56 -3.71  0.343
H -1.99 -0.12 -4.54  0.317
H 0.40 -1.05 -0.16  0.072
H -4.10 1.32 0.74  0.515
H -3.31 0.35 2.06  0.321
H -2.58 1.92 1.51  0.341
H -4.14 -1.11 -0.57  0.420
H -2.72 -1.66 -1.53  0.359
H -2.87 -2.13 0.20  0.378
H 4.17 -0.48 -1.03  0.459
H 3.11 -1.83 -0.41  0.366
H 2.61 -0.84 -1.83  0.447
H 4.24 0.67 1.64  0.440
H 2.71 0.94 2.57  0.345
H 3.24 -0.72 2.21  0.382
Se 0.52 0.62 4.92  -0.009
C -0.15 0.07 3.32  0.017
N 0.17 0.92 2.39  -0.598

---

No. 7
Entry from OMol25: a structure of composition C22H49HoN2OP3S (ωB97M-V with the def2-TZVPD basis set).

HOMO (alpha / beta): -13.75 / -13.75 eV
2S+1: 5
energy relative to the best compared isomer or geometry (same formula, charge and spin): 7.709 eV
LUMO level (alpha / beta): -9.8603 / -9.7540 eV
net charge: +3

Each line ends with the Mulliken charge.
Geometry (Å):
Ho -0.20 -0.06 -0.25  -0.109
P 1.86 1.10 1.33  1.230
P -1.10 2.03 -1.39  0.760
P 1.59 -0.58 -2.02  1.041
H -1.84 -2.21 0.03  0.452
C -0.79 -2.23 -0.30  -1.000
C 0.24 -2.23 0.64  0.270
H 0.01 -2.31 1.72  -0.100
C 1.53 1.56 3.03  -1.359
C 2.49 2.65 0.72  -1.417
C 3.20 -0.08 1.45  -1.149
C -2.35 1.35 -2.45  -1.243
C -1.78 3.22 -0.31  -1.224
C 0.12 2.82 -2.37  -1.342
C 2.33 -2.17 -1.77  -1.598
C 2.86 0.59 -2.32  -1.477
C 0.54 -0.73 -3.47  -1.490
H -0.59 -2.50 -1.35  0.398
H 1.27 -2.51 0.41  0.183
H 1.07 0.60 3.73  0.591
H 0.71 2.30 3.14  0.276
H 2.48 1.73 3.54  0.602
H 1.70 3.41 0.77  0.350
H 2.87 2.52 -0.30  0.344
H 3.30 2.86 1.43  0.566
H 2.88 -1.01 1.93  0.106
H 3.93 0.45 2.07  0.571
H 3.62 -0.29 0.46  0.256
H -2.68 2.28 -2.92  0.459
H -3.16 0.89 -1.87  0.442
H -1.95 0.64 -3.18  0.384
H -2.12 3.91 -1.07  0.527
H -1.01 3.64 0.33  0.335
H -2.60 2.81 0.28  0.370
H -0.52 3.59 -2.79  0.578
H 0.53 2.19 -3.16  0.404
H 0.91 3.25 -1.76  0.301
H 2.87 -2.25 -2.71  0.576
H 1.59 -2.97 -1.67  0.402
H 3.01 -2.15 -0.92  0.376
H 3.26 0.17 -3.24  0.580
H 3.58 0.55 -1.50  0.478
H 2.48 1.60 -2.46  0.282
H 1.26 -1.12 -4.19  0.550
H 0.14 0.23 -3.79  0.501
H -0.28 -1.45 -3.32  0.465
C -2.62 -0.88 -7.13  0.606
C -3.75 -1.41 -7.79  -0.576
C -3.94 -2.79 -7.79  -0.504
C -3.03 -3.64 -7.14  -0.584
C -1.92 -3.10 -6.49  -0.333
C -1.70 -1.72 -6.48  -0.252
O -2.36 0.47 -7.08  -0.516
H -3.06 0.93 -7.56  0.305
H -4.45 -0.73 -8.29  0.300
H -4.82 -3.20 -8.29  0.370
H -3.20 -4.72 -7.15  0.374
H -1.20 -3.75 -5.99  0.358
H -0.83 -1.28 -5.99  0.444
C -1.96 1.59 3.33  -0.723
N -1.14 0.79 4.27  0.241
C -1.50 0.74 5.64  -0.856
C -0.14 -0.10 3.87  -0.310
S -0.26 -0.13 2.14  -0.372
N 0.36 -1.20 4.57  0.307
C 0.97 -0.95 5.84  -1.141
C 0.57 -2.53 4.01  -1.091
H -2.75 2.10 3.91  0.375
H -2.49 0.98 2.58  0.332
H -1.41 2.40 2.81  0.196
H -1.69 -0.30 5.91  0.332
H -0.71 1.18 6.24  0.284
H -2.41 1.31 5.79  0.396
H 0.34 -1.45 6.57  0.470
H 1.98 -1.37 5.89  0.425
H 1.04 0.12 6.05  0.372
H -0.39 -2.93 3.66  0.443
H 1.34 -2.61 3.23  0.310
H 0.90 -3.18 4.82  0.518

---

No. 8
Entry from OMol25: a cluster of 2 separate species, CH7N2O in total (ωB97M-V with the def2-TZVPD basis set).

HOMO: -15.94 eV
energy relative to the best compared isomer or geometry (same formula, charge and spin): 0.000 eV
LUMO level: -3.4193 eV
net charge: +1

Each line ends with the Mulliken charge.
Geometry (Å):
N -0.11 0.33 0.35  -0.240
C 0.15 0.61 -0.90  0.302
N 0.09 1.80 -1.45  -0.311
H -0.53 1.00 0.97  0.231
H -0.08 -0.66 0.63  0.256
H 0.47 -0.20 -1.56  0.321
H 0.32 1.92 -2.42  0.248
H -0.22 2.63 -0.96  0.237
H -0.76 -2.55 2.07  0.325
H 0.74 -2.65 1.79  0.327
O -0.07 -2.22 1.49  -0.695

---

What did the sixth record say?
Entry from OMol25: a structure of composition C18H29N2O2P2RhSe (ωB97M-V with the def2-TZVPD basis set).

HOMO (alpha / beta): -3.98 / -8.00 eV
2S+1: 5
LUMO level (alpha / beta): 0.3299 / -1.7232 eV

Each line ends with the Mulliken charge.
Geometry (Å):
C -0.97 3.16 -2.58  -0.699
C -1.03 2.14 -1.62  0.263
N 0.12 1.78 -1.00  0.403
C 1.29 2.42 -1.26  0.260
C 1.36 3.46 -2.18  -0.647
C 0.22 3.83 -2.86  -0.866
C -2.26 1.28 -1.47  -1.103
P -2.14 0.17 -0.01  1.485
Rh 0.04 0.25 0.62  -1.332
P 2.29 0.30 0.29  1.753
C 2.52 2.00 -0.48  -1.315
C -0.35 -1.58 1.56  -0.077
C -0.80 -1.26 2.94  1.288
C -0.49 -2.33 3.94  -1.120
C 0.02 -3.55 3.57  -0.339
C 0.33 -3.85 2.23  -0.790
C 0.15 -2.85 1.24  -0.218
O -1.77 -0.86 -4.01  -0.623
O 1.14 -0.86 -3.10  -0.668
H -1.90 3.37 -3.10  0.426
H 2.34 3.91 -2.36  0.443
H 0.24 4.65 -3.57  0.365
C -3.15 1.03 1.21  -1.618
C -3.05 -1.33 -0.53  -1.332
H 3.40 1.94 -1.14  0.486
H 2.76 2.67 0.36  0.410
H -2.32 0.55 -2.32  0.252
H -3.17 1.82 -1.56  0.656
C 3.22 0.31 1.83  -1.531
C 3.15 -0.82 -0.85  -1.370
H -1.90 -1.07 2.91  0.124
H -0.66 -2.06 4.98  0.444
H 0.19 -4.31 4.32  0.389
H 0.71 -4.84 1.95  0.379
H 0.43 -3.07 0.22  0.435
H 0.51 -0.96 -2.39  0.180
H 1.15 -1.70 -3.55  0.293
H -0.91 -0.56 -3.71  0.343
H -1.99 -0.12 -4.54  0.317
H 0.40 -1.05 -0.16  0.072
H -4.10 1.32 0.74  0.515
H -3.31 0.35 2.06  0.321
H -2.58 1.92 1.51  0.341
H -4.14 -1.11 -0.57  0.420
H -2.72 -1.66 -1.53  0.359
H -2.87 -2.13 0.20  0.378
H 4.17 -0.48 -1.03  0.459
H 3.11 -1.83 -0.41  0.366
H 2.61 -0.84 -1.83  0.447
H 4.24 0.67 1.64  0.440
H 2.71 0.94 2.57  0.345
H 3.24 -0.72 2.21  0.382
Se 0.52 0.62 4.92  -0.009
C -0.15 0.07 3.32  0.017
N 0.17 0.92 2.39  -0.598

---

What did the fourth record say?
Entry from OMol25: the molecule C8H12Si2 (ωB97M-V with the def2-TZVPD basis set).

HOMO: -8.97 eV
energy relative to the best compared isomer or geometry (same formula, charge and spin): 0.588 eV
structure (SMILES): C=C[SiH2][SiH2]c1ccccc1
LUMO level: 0.7949 eV

Each line ends with the Mulliken charge.
Geometry (Å):
C -3.14 0.30 -0.40  -0.255
C -2.10 0.78 -1.22  -0.737
C -3.00 -0.64 0.64  -0.530
C -0.88 0.22 -0.94  0.036
C -1.81 -1.33 0.70  -0.386
C -0.68 -0.75 0.03  0.410
C 1.95 2.12 0.86  -0.584
C 2.85 1.28 0.41  -0.313
Si 2.67 -0.29 -0.61  0.523
Si 0.96 -1.62 0.38  0.367
H -4.17 0.60 -0.58  0.299
H -2.03 1.45 -2.05  0.401
H -3.78 -1.05 1.31  0.321
H -0.05 0.74 -1.47  0.137
H -1.85 -2.17 1.45  0.229
H 2.12 3.06 1.26  0.299
H 0.97 1.81 0.79  0.232
H 3.89 1.63 0.56  0.288
H 0.62 -2.80 -0.27  -0.180
H 2.33 -0.29 -1.94  -0.155
H 4.01 -0.72 -0.51  -0.235
H 1.13 -2.33 1.62  -0.167